# 1
ORCA calculation (ωB97M-V with the def2-TZVPD basis set) on a structure of composition C28H26N2PSe3TeTi at a distorted geometry.

Cartesian coordinates (Å):
Ti (-2.15718, 0.52705, 0.63337)
C (1.69832, 0.77025, 2.64757)
C (2.42932, 0.20685, 1.46797)
C (3.74292, -0.21595, 1.65287)
C (4.47852, -0.77265, 0.62377)
C (3.90452, -0.90995, -0.63083)
C (2.61592, -0.46245, -0.85223)
C (1.87312, 0.10325, 0.18457)
P (0.20632, 0.78385, -0.15483)
C (-0.05688, 0.68895, -1.96743)
C (-0.13438, 1.85355, -2.73163)
C (-0.36988, 1.78365, -4.09283)
C (-0.47838, 0.55035, -4.71303)
C (-0.42058, -0.60935, -3.95843)
C (-0.26358, -0.55685, -2.57963)
C (-0.38718, -1.80755, -1.76233)
C (0.43082, 2.56025, 0.16687)
C (1.66502, 3.20335, 0.23087)
C (1.71742, 4.54845, 0.55007)
C (0.55132, 5.24885, 0.81747)
C (-0.67648, 4.61375, 0.74637)
C (-0.75758, 3.26555, 0.40957)
C (-2.06488, 2.58605, 0.21677)
H (2.22212, 1.64495, 3.03037)
H (1.66462, 0.04365, 3.45917)
H (0.67462, 1.06825, 2.39997)
H (4.19732, -0.08195, 2.62287)
H (5.49922, -1.08265, 0.79127)
H (4.46772, -1.34225, -1.44293)
H (2.19152, -0.52715, -1.84443)
H (-0.00718, 2.82015, -2.26373)
H (-0.46458, 2.69315, -4.66433)
H (-0.63228, 0.49705, -5.77893)
H (-0.50368, -1.57295, -4.44063)
H (-0.14228, -2.68145, -2.35863)
H (-1.43148, -1.90735, -1.44303)
H (0.25122, -1.79655, -0.87433)
H (2.58012, 2.66635, 0.02767)
H (2.66862, 5.05585, 0.58907)
H (0.59362, 6.29695, 1.07007)
H (-1.58508, 5.17185, 0.92147)
H (-2.33538, 2.66285, -0.85583)
H (-2.83328, 3.13275, 0.79347)
Se (-3.60188, 0.13365, -1.37663)
Se (-4.94768, 1.16665, 0.23567)
Te (-4.50078, 0.27545, 2.58017)
Se (-2.12768, 0.88865, 3.09177)
N (-3.12418, -3.85305, 0.51177)
C (-3.47178, -2.55615, 0.52937)
N (-2.50808, -1.76995, 0.96547)
C (-1.46108, -2.61685, 1.28747)
C (-0.21408, -2.34445, 1.84437)
C (0.63062, -3.41385, 2.05827)
C (0.26792, -4.71675, 1.69887)
C (-0.96618, -5.00585, 1.15517)
C (-1.83568, -3.93985, 0.97847)
H (-3.70378, -4.63255, 0.24297)
H (-4.43888, -2.21905, 0.18997)
H (0.05542, -1.33305, 2.12537)
H (1.59932, -3.25485, 2.50857)
H (0.97262, -5.51885, 1.85177)
H (-1.24628, -6.00975, 0.87777)

Its highest occupied orbital energy is -10.76 eV. The largest force on an atom is 1.764 eV/Å. The charge is +1. Its LUMO energy is -4.0 eV. The calculation puts the energy relative to the best compared isomer or geometry (same formula, charge and spin) at 1.219 eV. For the frontier orbital gap, the calculation gives 6.735 eV.

Here are the Löwdin charges for atoms 1 to 8, given in e: Ti 0.116; C -0.056; C -0.285; C -0.034; C -0.053; C -0.059; C -0.069; C -0.300

---

# 2
ORCA calculation (ωB97M-V with the def2-TZVPD basis set) on an isolated molecule of C5H12O.

Cartesian coordinates (Å):
C (-2.58578, -0.51544, 0.17660)
C (-1.17255, -0.32992, -0.36340)
C (-0.52824, 1.00183, 0.02947)
C (0.98030, 0.93820, -0.14404)
O (1.45652, -0.08065, 0.70940)
C (2.61011, -0.72264, 0.24508)
H (-2.57638, -0.56360, 1.27242)
H (-3.02634, -1.44766, -0.19585)
H (-3.24176, 0.31241, -0.11740)
H (-1.17252, -0.42594, -1.45770)
H (-0.53459, -1.13290, 0.02112)
H (-0.93143, 1.82685, -0.57097)
H (-0.74512, 1.23370, 1.08011)
H (1.22158, 0.72086, -1.19910)
H (1.47001, 1.89001, 0.11927)
H (3.08005, -1.22387, 1.09434)
H (3.32246, -0.00592, -0.17927)
H (2.37369, -1.47533, -0.52007)

The SMILES is CCCCOC. Its highest occupied orbital energy is -9.69 eV. The largest force on an atom is 0.345 eV/Å. The charge is 0. Its LUMO energy is 1.2 eV. The calculation puts the energy relative to the best compared isomer or geometry (same formula, charge and spin) at 0.748 eV. For the frontier orbital gap, the calculation gives 10.859 eV.

Here are the Löwdin charges for atoms 1 to 8, given in e: C -0.119; C -0.271; C -0.195; C -0.256; O -0.208; C -0.123; H 0.074; H 0.068

---

# 3
ORCA calculation (ωB97M-V with the def2-TZVPD basis set) on a structure of composition C40H67BrCl3N7O6SbSi3Tl at a distorted geometry.

Cartesian coordinates (Å):
Tl (-0.58984, -0.07311, -0.24727)
C (-3.71597, -2.52174, -3.31846)
C (-2.61121, -2.07366, -2.41060)
N (-2.79844, -1.47718, -1.28853)
O (-4.18522, -1.26900, -0.97198)
C (-1.23156, -2.34208, -2.84915)
C (-0.98627, -2.94117, -4.20263)
N (-0.27342, -2.00338, -2.04515)
O (0.96486, -2.23379, -2.36912)
H (-4.68023, -2.17790, -2.96464)
H (-3.72170, -3.61176, -3.37490)
H (-3.53519, -2.12944, -4.31835)
H (-4.20992, -0.31832, -0.79766)
H (-1.50204, -3.89540, -4.33156)
H (0.08215, -3.09576, -4.31571)
H (-1.31964, -2.24924, -4.97884)
N (3.49671, 1.31970, 0.47091)
C (4.05590, 1.90583, 1.69448)
C (4.19424, 0.82326, 2.77286)
C (2.84236, 0.32432, 3.28697)
N (2.11125, -0.40753, 2.21945)
C (1.98774, 1.48945, 3.79568)
C (1.80788, 2.60963, 2.76261)
N (0.93496, 2.14335, 1.68872)
C (3.17279, 3.04629, 2.21747)
H (4.18234, 0.74224, -0.00464)
H (3.20233, 2.03513, -0.18324)
H (2.10056, 0.20700, 1.38486)
H (5.05303, 2.32483, 1.51050)
H (4.74339, 1.24542, 3.61723)
H (4.77910, -0.01638, 2.38361)
H (3.00681, -0.37378, 4.11068)
H (1.08209, -0.64989, 2.48678)
H (2.59339, -1.26618, 1.94900)
H (2.46546, 1.90612, 4.68492)
H (1.00522, 1.10890, 4.09272)
H (1.38412, 3.47560, 3.29066)
H (0.79895, 2.85034, 0.97607)
H (0.01394, 1.91662, 2.04760)
H (3.70984, 3.54265, 3.02948)
H (3.02896, 3.78494, 1.42224)
C (3.38466, -3.37585, -3.86666)
Si (4.12669, -2.54005, -2.36055)
C (4.74208, -0.83200, -2.87287)
C (5.66264, -3.53094, -1.88644)
Sb (2.50840, -2.08162, -0.41777)
Si (4.39006, -2.35850, 1.52859)
C (5.60196, -3.80575, 1.75514)
C (5.54295, -0.85998, 1.22838)
C (3.74521, -2.16698, 3.32582)
Si (1.51987, -4.37244, 0.17272)
C (0.09983, -4.99117, -0.89227)
C (0.80645, -4.16398, 1.91424)
C (2.79653, -5.76116, 0.21511)
H (4.15346, -3.52843, -4.62876)
H (2.59711, -2.74782, -4.28371)
H (2.94327, -4.34402, -3.62094)
H (5.44199, -0.90952, -3.70958)
H (5.25818, -0.33431, -2.04719)
H (3.91068, -0.19718, -3.18675)
H (6.28304, -3.67197, -2.77552)
H (5.41294, -4.51543, -1.48690)
H (6.25861, -2.99994, -1.14231)
H (6.00746, -4.16903, 0.81233)
H (5.12353, -4.64889, 2.25659)
H (6.44150, -3.48405, 2.37889)
H (6.38251, -1.16921, 0.60016)
H (5.95776, -0.46790, 2.16184)
H (5.04350, -0.03971, 0.70489)
H (3.51536, -3.15570, 3.72992)
H (2.84100, -1.56223, 3.44928)
H (4.52310, -1.72662, 3.95609)
H (-0.75460, -4.31553, -0.83020)
H (-0.21421, -5.98191, -0.55203)
H (0.38932, -5.05913, -1.94315)
H (0.01812, -3.40519, 1.91568)
H (1.56755, -3.86331, 2.63763)
H (0.36527, -5.10193, 2.26488)
H (3.29462, -5.86999, -0.75118)
H (2.31284, -6.71204, 0.45512)
H (3.56454, -5.57383, 0.96428)
C (-4.09924, 0.75601, 4.88934)
O (-4.20815, -0.09028, 3.75738)
C (-5.23662, -0.96686, 3.71057)
C (-6.29221, -0.99028, 4.61072)
C (-7.33793, -1.88972, 4.43823)
C (-7.35312, -2.75561, 3.35889)
C (-6.28920, -2.75007, 2.46838)
C (-5.22158, -1.89057, 2.65404)
N (-4.11689, -1.91892, 1.76134)
C (-2.84397, -1.90554, 2.09265)
C (-2.23713, -2.25934, 3.30712)
C (-2.82211, -3.09543, 4.29243)
C (-2.10604, -3.49051, 5.38278)
C (-0.76892, -3.04877, 5.53773)
C (-0.16979, -2.24255, 4.61261)
C (-0.88191, -1.79850, 3.46018)
O (-0.39562, -0.99495, 2.59720)
H (-3.16875, 1.30240, 4.76111)
H (-4.05233, 0.17337, 5.81239)
H (-4.92948, 1.46399, 4.94089)
H (-6.31248, -0.30153, 5.44246)
H (-8.14730, -1.90289, 5.15590)
H (-8.17662, -3.44104, 3.21623)
H (-6.26733, -3.43604, 1.63043)
H (-4.30610, -1.82612, 0.75908)
H (-2.18264, -1.59815, 1.29019)
H (-3.82579, -3.47502, 4.14640)
H (-2.54212, -4.15941, 6.11141)
H (-0.20860, -3.36451, 6.40941)
H (0.85840, -1.92491, 4.74201)
Cl (1.54010, 1.17958, -2.45162)
C (0.39748, 1.47131, -3.78877)
Cl (1.09216, 0.81345, -5.26379)
Cl (0.22299, 3.24626, -3.96416)
C (-1.09495, 0.89165, -3.50457)
O (-1.62820, 0.38816, -4.47563)
O (-1.51866, 1.12650, -2.35002)
Br (-5.46318, 3.69089, 1.86974)
C (-3.92390, 3.71012, 0.76337)
C (-3.76076, 4.68177, -0.20770)
C (-2.61043, 4.64017, -0.97899)
C (-1.67715, 3.64187, -0.73918)
N (-1.84082, 2.71874, 0.20343)
C (-2.94835, 2.74410, 0.93617)
H (-4.51165, 5.44556, -0.35635)
H (-2.44204, 5.36936, -1.75917)
H (-0.77652, 3.56660, -1.33574)
H (-3.06084, 1.96880, 1.68949)

Its highest occupied orbital energy is -6.68 eV. The largest force on an atom is 2.912 eV/Å. The charge is 0. Its LUMO energy is -0.8 eV. The calculation puts the energy relative to the best compared isomer or geometry (same formula, charge and spin) at 4.718 eV. For the frontier orbital gap, the calculation gives 5.895 eV.

Here are the Löwdin charges for atoms 1 to 8, given in e: Tl 0.818; C 0.000; C -0.275; N -0.007; O -0.102; C -0.321; C -0.022; N -0.166